(1)
{"formula": "C11H44BeN22O15S", "method": "the ωB97M-V functional and the def2-TZVPD basis", "lumo_ev": -0.79, "e_above_lowest_kj_mol": 0.0, "molar_mass_g_mol": 765.69, "homo_lumo_gap_ev": 8.4, "charge": 0, "symbols": ["Be", "S", "O", "O", "O", "O", "C", "O", "N", "N", "H", "H", "H", "H", "C", "O", "N", "N", "H", "H", "H", "H", "C", "O", "N", "N", "H", "H", "H", "H", "C", "O", "N", "N", "H", "H", "H", "H", "C", "O", "N", "N", "H", "H", "H", "H", "C", "O", "N", "N", "H", "H", "H", "H", "C", "O", "N", "N", "H", "H", "H", "H", "C", "O", "N", "N", "H", "H", "H", "H", "C", "O", "N", "N", "H", "H", "H", "H", "C", "O", "N", "N", "H", "H", "H", "H", "C", "O", "N", "N", "H", "H", "H", "H"], "xyz": [[0.4310, -2.3168, -0.9591], [-0.0016, 0.2202, 0.0330], [-0.6757, -0.4035, -1.1589], [0.6920, -0.8630, 0.7651], [0.9703, 1.2006, -0.4903], [-1.0602, 0.8543, 0.8258], [-2.1712, 2.5337, -2.7605], [-2.7365, 3.3301, -3.4984], [-2.1425, 1.2019, -2.9833], [-1.5694, 2.9941, -1.6162], [-1.7709, 0.4749, -2.3754], [-2.7057, 0.9071, -3.7621], [-1.0237, 2.3872, -1.0243], [-1.8467, 3.8972, -1.2826], [1.8008, -4.5768, 1.3510], [1.2810, -3.6075, 0.8045], [2.9627, -5.1004, 0.8602], [1.3637, -5.2532, 2.4461], [3.2933, -5.9458, 1.2882], [3.5229, -4.6147, 0.1867], [0.5194, -4.9440, 2.8878], [2.0513, -5.8601, 2.8487], [1.4541, -1.0315, 4.3025], [1.6055, -0.8073, 5.4937], [1.1495, -2.2632, 3.8014], [1.4323, -0.0671, 3.3652], [0.8343, -2.4712, 2.8679], [0.9884, -2.9575, 4.5083], [1.2743, -0.2960, 2.3822], [1.6974, 0.8736, 3.5984], [-4.3817, 2.1756, 0.6614], [-5.4063, 2.7978, 0.8885], [-4.3241, 0.9450, 0.0548], [-3.1751, 2.5745, 1.1419], [-3.4387, 0.6395, -0.3131], [-5.1726, 0.6081, -0.3627], [-2.4348, 1.8739, 1.0966], [-3.0473, 3.3550, 1.7579], [-2.7020, -2.4904, -2.6305], [-1.6571, -3.1110, -2.4493], [-3.3866, -2.5338, -3.8045], [-3.2511, -1.7356, -1.6411], [-3.2074, -3.2177, -4.5172], [-4.2925, -2.1091, -3.9089], [-2.6475, -1.4561, -0.8854], [-3.9831, -1.1041, -1.9237], [0.7134, -1.0899, -4.0868], [0.7914, -1.9822, -3.2466], [0.8465, -1.3630, -5.4129], [0.4110, 0.2049, -3.8319], [1.0521, -2.3405, -5.5356], [0.7038, -0.7146, -6.1605], [0.1745, 0.7659, -4.6274], [0.3608, 0.5320, -2.8854], [2.9590, 3.3693, -3.4253], [3.7628, 3.5378, -4.3266], [2.3523, 4.4296, -2.7860], [2.7129, 2.1721, -2.8298], [2.7905, 5.3015, -3.0202], [1.7696, 4.2477, -1.9908], [2.9612, 1.3744, -3.3901], [2.0333, 2.0583, -2.0984], [3.7316, -1.0786, -0.7077], [2.8208, -1.8088, -1.1181], [3.5837, 0.1555, -0.2214], [5.0262, -1.4121, -1.0442], [2.6936, 0.6240, -0.3443], [4.3428, 0.6649, 0.1913], [5.7907, -1.0442, -0.4990], [5.1549, -2.3866, -1.2679], [1.9743, 3.8127, 1.8195], [2.2699, 4.8681, 2.3567], [0.8732, 3.7207, 1.0277], [2.6525, 2.6373, 2.0076], [0.7549, 2.9098, 0.4327], [0.2416, 4.4883, 0.8992], [3.5476, 2.7044, 2.4543], [2.2600, 1.7811, 1.6617], [-1.2041, 1.8202, 4.6114], [-1.4267, 1.8374, 5.8054], [-0.5964, 2.8634, 3.9447], [-1.7341, 0.9001, 3.7434], [-0.2259, 3.5897, 4.5297], [-0.3605, 2.7290, 2.9767], [-1.7954, 1.1229, 2.7678], [-2.2930, 0.1884, 4.1734], [-2.1012, -2.7015, 1.3138], [-1.3703, -2.9028, 0.3358], [-3.2287, -3.4241, 1.5193], [-1.8237, -1.7712, 2.2561], [-3.5329, -4.1052, 0.8490], [-3.6818, -3.3780, 2.4139], [-1.2200, -0.9881, 2.0542], [-2.6307, -1.6270, 2.8412]], "lowdin_charge": [0.86, 0.33, -0.37, -0.35, -0.38, -0.36, -0.68, 0.02, 0.15, 0.17, 0.04, 0.11, 0.03, 0.10, -0.62, 0.01, 0.17, 0.19, 0.10, 0.11, 0.11, 0.11, -0.69, 0.03, 0.16, 0.17, 0.05, 0.09, 0.04, 0.08, -0.67, 0.03, 0.16, 0.15, 0.05, 0.10, 0.02, 0.11, -0.65, 0.01, 0.17, 0.17, 0.11, 0.10, 0.06, 0.09, -0.63, 0.01, 0.17, 0.19, 0.11, 0.10, 0.11, 0.06, -0.68, 0.02, 0.15, 0.16, 0.10, 0.08, 0.10, 0.04, -0.63, 0.00, 0.20, 0.16, 0.04, 0.11, 0.10, 0.10, -0.69, 0.03, 0.16, 0.17, 0.03, 0.11, 0.11, 0.05, -0.67, 0.04, 0.17, 0.15, 0.11, 0.05, 0.03, 0.09, -0.63, -0.01, 0.18, 0.20, 0.12, 0.11, 0.05, 0.10]}


(2)
{"formula": "C3H10N4", "method": "the ωB97M-V functional and the def2-TZVPD basis", "smiles": "C[N+](C=[NH2+])=C(N)N", "lumo_ev": -8.52, "e_above_lowest_kj_mol": 106.6, "molar_mass_g_mol": 102.14, "homo_lumo_gap_ev": 11.5, "charge": 2, "symbols": ["C", "N", "C", "N", "C", "N", "N", "H", "H", "H", "H", "H", "H", "H", "H", "H", "H"], "xyz": [[-0.6524, -1.4007, -0.6187], [-0.1905, -0.2186, 0.1851], [0.6104, -0.2821, 1.2616], [0.6372, -1.2816, 2.1026], [-0.1400, 1.0451, -0.6759], [0.7881, 1.0339, -1.6575], [-1.0044, 1.9638, -0.2906], [-1.2068, -2.1100, 0.1261], [0.0493, -1.8955, -1.1763], [-1.4492, -1.0728, -1.1959], [1.1297, 0.6126, 1.6029], [1.3523, -1.2985, 2.8297], [0.2430, -2.1260, 1.8862], [0.9652, 1.8437, -2.3044], [1.7518, 0.4711, -1.5740], [-1.2330, 2.8126, -0.9699], [-1.6510, 1.9031, 0.4688]], "nbo_charge": [-0.42, -0.40, 0.40, -0.64, 0.71, -0.75, -0.69, 0.25, 0.24, 0.25, 0.25, 0.46, 0.43, 0.47, 0.48, 0.48, 0.47]}


(3)
{"formula": "H16O8", "method": "the ωB97M-V functional and the def2-TZVPD basis", "lumo_ev": -0.19, "e_above_lowest_kj_mol": 665.5, "molar_mass_g_mol": 144.12, "homo_lumo_gap_ev": 8.7, "charge": 0, "symbols": ["H", "H", "H", "H", "H", "H", "H", "H", "H", "H", "H", "H", "H", "H", "H", "H", "O", "O", "O", "O", "O", "O", "O", "O"], "xyz": [[-0.6581, -0.4389, 0.2875], [0.7067, -0.2447, -0.3525], [0.8717, 2.7406, 0.5430], [1.6020, 1.4432, 0.2377], [-3.9169, -0.6529, 0.3198], [-3.5115, -2.1060, 0.1349], [2.4232, 4.1475, -1.5149], [1.1546, 4.2891, -2.3400], [-3.5280, -0.3373, 2.8208], [-2.5383, 0.7120, 3.2998], [-4.4946, -0.1708, -2.4788], [-3.5392, 0.4163, -1.4528], [4.5935, -0.6459, 0.8810], [4.7499, -1.4185, 2.1805], [2.3770, -4.0659, -1.6165], [2.9029, -2.9788, -0.6937], [-0.0204, -0.8742, -0.2894], [1.6839, 2.3997, 0.1518], [-3.7358, -1.3106, -0.3611], [1.5007, 3.8698, -1.5442], [-3.4826, 0.5494, 3.1958], [-3.8327, -0.4230, -1.8251], [4.8083, -0.5292, 1.8133], [3.1793, -3.7679, -1.1732]], "nbo_charge": [0.47, 0.46, 0.47, 0.44, 0.45, 0.43, 0.47, 0.46, 0.46, 0.47, 0.44, 0.45, 0.46, 0.47, 0.47, 0.46, -0.92, -0.91, -0.90, -0.93, -0.93, -0.88, -0.93, -0.94]}


(4)
{"formula": "C2H7O2PS", "method": "the ωB97M-V functional and the def2-TZVPD basis", "lumo_ev": 0.65, "e_above_lowest_kj_mol": 83.9, "molar_mass_g_mol": 126.12, "homo_lumo_gap_ev": 9.9, "charge": 0, "symbols": ["C", "C", "O", "O", "P", "S", "H", "H", "H", "H", "H", "H", "H"], "xyz": [[0.5946, -0.0833, 2.0625], [-0.1990, -0.0447, -2.0721], [0.2899, 1.2148, 1.5153], [-0.1790, 0.2105, -0.6555], [-0.6941, 1.4609, 0.2629], [-0.7695, 3.1295, -0.6615], [1.0543, -0.7951, 1.3621], [-0.3800, -0.4710, 2.3772], [1.3204, 0.2661, 2.8894], [0.7004, -0.7781, -2.3164], [0.0101, 0.9308, -2.4932], [-1.1735, -0.3112, -2.4671], [-2.3311, 0.8875, 0.8417]], "nbo_charge": [-0.25, -0.25, -0.83, -0.87, 1.60, -0.53, 0.20, 0.19, 0.21, 0.20, 0.20, 0.19, -0.08]}


Which of these has the highest charge? C3H10N4